The following is a DFT calculation (ωB97M-V with the def2-TZVPD basis set) of 11 unconnected molecules or ions with the total composition C48H120N17O21P5.

```
211
Properties=species:S:1:pos:R:3:forces:R:3
C 3.409190 5.448164 5.778216 1.3 -0.4 -0.7
N 4.676339 5.252212 5.020801 -0.9 -0.5 -0.8
C 5.731312 6.185051 5.350637 0.4 -0.6 0.2
P 4.977532 3.643342 4.653781 0.6 1.6 -3.0
O 5.211476 2.801538 5.815585 -0.3 -1.3 0.6
N 3.721428 3.220387 3.579103 0.0 -0.6 1.2
C 3.020355 1.973466 3.897063 -0.1 -0.3 0.9
C 3.041322 4.056688 2.594139 1.1 0.3 0.1
N 6.320717 3.660347 3.610017 -0.6 0.8 1.9
C 6.414066 4.563649 2.474189 -0.5 -1.1 -0.2
C 7.446186 2.761195 3.796526 0.0 0.4 -1.0
H 2.640616 4.801272 5.357396 -0.1 0.1 0.0
H 3.141353 6.492150 5.632579 -0.3 0.0 0.5
H 3.601254 5.131973 6.804733 -0.4 0.5 0.3
H 5.275503 7.167382 5.465968 0.3 0.1 0.0
H 6.496878 6.198205 4.573011 -0.2 0.2 -0.2
H 6.280394 5.890120 6.254532 -0.2 0.3 0.2
H 2.781130 1.874785 4.962500 0.1 0.3 0.0
H 2.046614 1.911322 3.416962 0.2 0.0 -0.4
H 3.622434 1.082503 3.696640 -0.1 0.0 -0.4
H 3.726467 4.741717 2.090131 0.1 0.2 0.4
H 2.738408 3.425013 1.757789 -0.7 -0.1 0.3
H 2.260235 4.652950 3.064735 -0.4 -0.2 -0.5
H 5.760018 5.432602 2.520630 0.2 0.1 0.5
H 7.458272 4.848398 2.347908 -0.1 0.2 -0.3
H 6.031423 4.007113 1.605012 0.5 0.2 -0.4
H 8.371128 3.318798 3.977584 0.0 0.0 0.3
H 7.592206 2.265529 2.827485 0.2 -0.3 0.2
H 7.273444 2.015600 4.564815 -0.1 0.1 0.1
C -0.999595 8.248239 3.168253 -0.3 -0.3 -1.0
N -0.627340 6.829330 3.202999 -0.4 -0.3 0.3
C 0.468196 6.509288 4.097177 1.0 0.3 0.5
P -0.652465 5.881017 1.807133 -0.7 -0.1 0.8
O 0.581232 6.015583 1.004910 -0.3 -0.4 -0.5
N -0.897172 4.333689 2.396746 0.8 0.1 -0.4
C -1.956710 3.951352 3.303850 0.2 0.3 0.7
C -0.292313 3.190344 1.697806 0.2 0.3 1.0
N -2.068628 6.298890 1.011243 0.9 1.1 0.6
C -2.166569 6.167218 -0.413189 -0.5 -0.2 -0.9
C -3.315388 6.469418 1.727832 0.3 0.1 0.9
H -0.576073 8.739661 2.287261 -0.1 0.1 0.0
H -0.666698 8.808095 4.037661 0.1 -0.4 0.2
H -2.086455 8.316788 3.116001 0.0 0.3 0.0
H 0.394917 5.537012 4.586675 -0.2 -0.1 -0.3
H 0.549860 7.245241 4.900031 -0.5 0.0 0.0
H 1.455761 6.588406 3.623913 -0.1 -0.2 -0.3
H -2.832135 3.555658 2.782761 -0.1 0.0 0.0
H -1.591745 3.211478 4.023199 0.0 -0.3 -0.3
H -2.243614 4.778874 3.954079 -0.1 0.2 -0.3
H -1.050824 2.480052 1.365190 0.0 0.1 -0.3
H 0.368527 3.543002 0.916256 -0.2 0.0 -0.2
H 0.334345 2.659875 2.418439 0.0 -0.2 -0.1
H -2.525744 5.162890 -0.682334 0.1 0.0 -0.2
H -2.882033 6.868498 -0.855097 -0.1 0.1 0.4
H -1.244005 6.377774 -0.952078 0.3 -0.1 0.4
H -3.148687 6.452481 2.808021 0.2 -0.5 -0.1
H -4.009368 5.660362 1.495110 -0.3 0.3 -0.1
H -3.722289 7.482269 1.644154 -0.3 -0.2 -0.9
C -4.111714 -5.358306 6.939963 -1.1 0.1 0.3
N -3.824601 -3.944902 7.104436 1.0 -0.3 -1.5
C -4.366238 -3.311606 8.284508 -0.1 -0.6 0.2
P -3.199728 -3.037279 5.798756 0.1 -0.2 1.5
O -4.128713 -2.005368 5.306741 0.3 -0.2 -0.6
N -1.833840 -2.346563 6.489093 -0.2 0.1 0.4
C -1.276327 -1.122513 5.885823 0.1 -1.1 0.0
C -0.903712 -3.040348 7.375829 0.5 0.6 -0.4
N -2.691136 -4.168525 4.660029 -0.5 0.1 0.5
C -2.867823 -3.962180 3.231430 0.2 -0.1 -0.4
C -1.639574 -5.118262 5.003371 -0.1 0.1 0.1
H -5.077787 -5.606712 7.397203 0.0 0.2 0.1
H -3.399603 -6.024262 7.439036 0.3 0.0 -0.3
H -4.270049 -5.574717 5.884906 0.5 -0.3 0.0
H -3.805083 -2.413510 8.531845 -0.2 0.1 0.0
H -4.295586 -4.036557 9.103059 0.3 0.2 0.2
H -5.445325 -3.136868 8.203098 0.1 0.5 -0.2
H -2.024716 -0.742877 5.197293 0.1 0.4 0.1
H -0.966030 -0.422847 6.663125 -0.4 0.2 0.0
H -0.367038 -1.369245 5.334343 -0.1 0.1 -0.2
H -0.231967 -2.283966 7.790015 -0.3 0.1 0.4
H -1.379395 -3.587363 8.185581 -0.2 0.0 -0.1
H -0.196346 -3.687998 6.850166 -0.2 -0.3 -0.1
H -3.795426 -4.379386 2.830823 -0.1 0.1 0.2
H -2.784496 -2.922250 2.918077 -0.2 0.1 0.2
H -2.048751 -4.484188 2.730534 0.0 0.0 0.0
H -0.655963 -4.701602 4.774785 0.1 -0.1 -0.1
H -1.782777 -6.058960 4.466894 0.0 0.1 -0.2
H -1.657733 -5.392347 6.056871 -0.1 0.2 0.1
C -2.349834 -1.655838 -4.470072 -0.7 0.1 0.3
N -3.330254 -2.067262 -5.470738 0.3 -0.2 -1.0
C -3.172913 -3.460738 -5.913654 -0.2 0.3 0.2
P -4.910498 -1.537508 -5.352757 0.3 1.3 -1.3
O -5.646348 -2.139712 -4.228734 -0.4 0.2 0.0
N -4.804741 0.144144 -5.322312 -0.5 -1.3 0.7
C -3.977797 0.911754 -6.213415 1.1 0.2 -0.3
C -5.781085 0.915130 -4.573653 1.4 1.3 0.8
N -5.578597 -1.854015 -6.862212 0.1 -1.2 0.5
C -5.025075 -1.446956 -8.131119 0.1 0.2 -0.5
C -6.978982 -2.283322 -6.935932 0.4 0.1 0.4
H -1.395028 -2.148411 -4.650197 0.0 0.1 -0.2
H -2.672238 -1.936445 -3.457343 0.0 0.0 0.1
H -2.238347 -0.571456 -4.498321 0.2 0.0 0.1
H -2.116373 -3.663522 -6.089958 0.1 0.0 0.2
H -3.682520 -3.653145 -6.855915 -0.2 0.2 0.1
H -3.582748 -4.144567 -5.163414 0.1 -0.2 0.0
H -3.179552 1.426188 -5.670271 -0.2 0.2 0.1
H -3.442017 0.287178 -6.926848 -0.2 -0.2 0.1
H -4.509032 1.660095 -6.809676 -0.4 -0.1 0.2
H -6.316331 0.362442 -3.807282 -0.3 -0.4 -0.5
H -5.194964 1.649831 -3.995177 -0.1 0.0 0.1
H -6.393640 1.567295 -5.202924 -0.4 -0.6 -0.2
H -5.334773 -0.446037 -8.456063 -0.2 0.0 0.1
H -3.936508 -1.450183 -8.199109 0.0 -0.2 0.5
H -5.373578 -2.151240 -8.891123 0.0 0.0 0.0
H -7.144145 -2.800397 -7.880595 0.0 0.1 -0.1
H -7.650514 -1.424313 -6.857419 -0.2 -0.1 -0.1
H -7.197378 -2.980050 -6.128662 0.0 0.1 0.1
C 0.940507 -0.010423 -5.231332 0.3 -1.1 -0.3
N 2.217377 -0.354024 -4.593735 -0.5 -0.2 1.0
C 2.757842 0.796978 -3.883747 -0.6 0.3 0.2
P 3.274937 -1.419373 -5.307255 0.1 -0.2 0.5
O 4.030171 -0.849530 -6.442880 -0.2 -1.0 -0.1
N 4.315832 -1.881340 -4.064756 -0.2 0.8 0.4
C 3.908866 -2.020301 -2.668263 0.1 0.3 -0.6
C 5.603036 -2.482710 -4.345261 0.2 -0.5 0.3
N 2.305703 -2.774543 -5.628944 0.0 1.2 -0.8
C 1.400499 -3.355180 -4.651603 1.4 0.0 0.5
C 2.759198 -3.735891 -6.632296 -0.5 -0.1 0.7
H 1.150068 0.532068 -6.152885 -0.5 0.2 -0.1
H 0.256631 0.528350 -4.578291 0.5 0.4 0.2
H 0.390359 -0.933284 -5.424162 0.2 0.0 -0.5
H 3.053853 1.584857 -4.583135 0.5 0.0 0.1
H 3.516149 0.551838 -3.146690 0.3 0.0 -0.4
H 1.933036 1.211539 -3.292811 0.0 0.0 0.0
H 4.619857 -1.493754 -2.021083 0.1 0.0 0.0
H 2.951187 -1.515262 -2.548507 -0.2 -0.4 0.2
H 3.905531 -3.070651 -2.365733 -0.4 0.0 0.2
H 6.145372 -1.980332 -5.142061 -0.2 -0.1 -0.2
H 6.233675 -2.457060 -3.451214 -0.1 0.4 0.0
H 5.502404 -3.563778 -4.516768 0.0 0.0 -0.5
H 0.609521 -3.903847 -5.163868 -0.1 0.0 0.1
H 2.009051 -4.028719 -4.030283 -0.4 -0.5 0.0
H 1.024829 -2.637262 -3.923305 -0.3 0.2 -0.4
H 3.075648 -4.654262 -6.121549 0.3 0.0 -0.1
H 3.577499 -3.329352 -7.218662 -0.1 0.0 -0.1
H 1.902680 -4.029868 -7.245186 0.1 0.1 -0.3
C -0.090518 -0.706544 -1.295405 0.3 0.4 -0.5
C -0.769248 -0.895323 0.039911 0.6 -0.9 0.1
C -0.595149 -2.313079 0.645431 0.2 1.0 -0.3
O -0.259652 -2.033107 2.007079 -0.2 -0.3 0.6
C -0.031864 -0.721809 2.186958 -0.8 -0.4 0.3
O 0.103598 -0.195964 3.250182 0.6 0.1 -0.3
O -0.083502 -0.101016 1.006683 0.2 1.2 -0.1
H 0.872753 -1.220634 -1.350381 -0.1 -0.3 0.3
H 0.184181 0.335576 -1.479647 -0.5 0.1 0.1
H -0.692043 -1.051519 -2.135845 -0.1 0.0 0.1
H -1.828006 -0.628889 0.085275 0.1 0.3 -0.3
H 0.267707 -2.801703 0.196616 -0.3 -0.4 -0.1
H -1.545435 -2.835433 0.594474 0.3 -0.5 0.1
C 3.529759 0.380579 0.445879 0.3 -0.1 -0.2
C 4.676554 1.312143 0.113947 -0.2 0.0 0.3
C 6.053673 0.669287 0.188676 0.4 0.2 0.5
O 6.685038 0.978934 -1.047661 -0.2 0.2 -0.4
C 5.805320 1.617072 -1.860284 0.0 -0.7 -0.2
O 6.006039 1.951720 -2.979064 0.4 0.2 -0.1
O 4.609080 1.731917 -1.262674 -0.5 0.2 0.6
H 3.571703 0.010767 1.471241 0.2 0.3 0.1
H 3.622797 -0.501927 -0.191023 -0.4 0.1 -0.1
H 2.577252 0.892527 0.315586 -0.1 -0.2 -0.1
H 4.640169 2.193653 0.759009 -0.1 0.1 -0.2
H 5.985837 -0.409790 0.337648 0.2 0.0 -0.1
H 6.665172 1.134676 0.961931 -0.1 -0.3 0.2
C 1.663104 3.439864 -1.292734 0.0 0.1 -0.3
C 0.480131 3.977375 -2.087542 0.3 0.6 0.0
C 0.887652 4.704226 -3.378068 0.0 -0.2 0.1
O 0.252202 3.938462 -4.409820 -0.4 0.3 -0.5
C -0.603505 3.039603 -3.882161 1.0 -0.1 0.7
O -1.388485 2.364467 -4.468064 0.0 0.2 -0.3
O -0.363866 2.928097 -2.556161 -0.5 -0.5 -0.1
H 2.111818 4.204632 -0.656851 -0.3 0.1 0.1
H 2.453204 3.118328 -1.973581 -0.1 -0.1 -0.1
H 1.384715 2.584932 -0.678177 -0.1 0.1 0.0
H -0.181783 4.673159 -1.576416 0.3 -0.3 0.8
H 1.964540 4.716852 -3.534067 0.0 -0.1 -0.2
H 0.511499 5.726016 -3.368384 0.0 0.0 -0.3
C 0.026127 -9.200546 0.742543 -0.2 -0.8 0.3
C -0.068845 -7.993064 -0.138122 -0.5 1.4 1.3
C -0.925928 -6.869325 0.502609 -0.9 -1.0 -0.5
O -0.107279 -5.723436 0.571378 -0.6 0.1 -0.1
C 1.105860 -6.005627 0.072203 0.3 -0.7 0.8
O 2.005806 -5.237914 0.039416 0.2 0.2 -0.4
O 1.188010 -7.323868 -0.240303 0.5 -0.1 -0.9
H 0.402769 -9.016392 1.750668 0.5 0.5 -0.3
H 0.612536 -9.985774 0.266624 0.0 -0.1 0.1
H -0.970479 -9.589412 0.975639 -0.1 -0.1 -0.5
H -0.524472 -8.196403 -1.108030 0.7 -0.3 -0.2
H -1.314945 -7.192115 1.467551 0.2 0.4 0.2
H -1.778203 -6.710979 -0.160799 -0.1 0.5 0.3
C -4.739775 -1.068772 -1.225615 -0.1 0.0 0.2
N -5.726345 -1.085466 -0.117339 -1.9 -1.9 -0.2
O -6.867989 -0.724542 -0.371093 0.7 0.8 -0.1
O -5.470479 -1.734166 0.875675 0.9 0.5 0.3
H -3.773333 -0.815187 -0.801387 0.0 0.3 -0.2
H -5.166118 -0.443207 -1.999515 0.5 0.2 0.0
H -4.695176 -2.093967 -1.588235 -0.1 0.0 0.0
C -1.973336 -5.452125 -2.983275 -0.3 -1.1 0.5
N -1.804665 -4.361858 -1.997104 -0.5 0.8 -0.1
O -2.735555 -4.210576 -1.228101 0.0 -0.1 0.1
O -0.810957 -3.672336 -1.989007 0.4 -0.3 -0.4
H -1.574265 -5.297437 -3.978339 0.3 0.5 0.2
H -3.036379 -5.672599 -2.993402 0.0 0.2 -0.2
H -1.501846 -6.309505 -2.498093 0.2 0.0 -0.3
```
Forces are in eV/Å.

Calculated values
* energy relative to the best compared isomer or geometry (same formula, charge and spin): 0.0 kcal per mole
* SMILES: CN(C)P(=O)(N(C)C)N(C)C.CN(C)P(=O)(N(C)C)N(C)C.CN(C)P(=O)(N(C)C)N(C)C.CN(C)P(=O)(N(C)C)N(C)C.CN(C)P(=O)(N(C)C)N(C)C.C[C@H]1COC(=O)O1.C[C@H]1COC(=O)O1.C[C@H]1COC(=O)O1.C[C@H]1COC(=O)O1.C[N+](=O)[O-].C[N+](=O)[O-]
* strongest force on any atom: 3.48 eV Å⁻¹
* DFT total energy: -6118.67955 a.u.
* molecular weight: 1426.46 g/mol
* E_LUMO: -0.0207 hartree
* HOMO-LUMO gap: 7.518 eV